ORCA calculation (wB97M-V/def2-TZVPD) on 2 unconnected molecules or ions with the total composition C3H8OS at a distorted geometry.

Geometry as ORCA input:
```
! RIJCOSX wB97M-V def2-TZVPD def2/J DEFGRID3
* xyz 0 1
C -0.70520 -1.82731 2.89405
S 0.53855 -1.66531 1.54958
H -0.08178 -1.52268 3.71798
H -0.90017 -2.86888 3.11299
H -1.54230 -1.17368 2.68529
H -0.27309 -1.75465 0.49864
O 2.08978 1.89293 -1.59763
C 1.03028 1.31487 -1.52975
C -0.07181 1.61155 -2.52702
H 0.79480 0.86715 -0.54908
H -0.85618 2.09690 -1.95078
H 0.35745 2.30913 -3.23008
H -0.38033 0.71996 -3.07420
*
```

Properties
- energy relative to the best compared isomer or geometry (same formula, charge and spin) (eV) = 0.8085
- SMILES = CC=O.CS
- Kohn-Sham gap (eV) = 10.01
- total energy (eV) = -16122.4289

Löwdin population analysis, charges in e, atoms 1 to 5:
1 C -0.46
2 S 0.60
3 H 0.00
4 H 0.02
5 H 0.03



ORCA calculation (wB97M-V/def2-TZVPD) on a molecular structure, C30H54N7OP2Tc at a distorted geometry.

Geometry as ORCA input:
```
! RIJCOSX wB97M-V def2-TZVPD def2/J DEFGRID3
* xyz 3 4
C -2.38604 1.26260 -1.41188
C -2.40981 -1.02132 -0.90903
C -3.48630 1.10463 -2.24626
C -3.63701 -1.18402 -1.58479
C -4.18347 -0.10790 -2.24698
H -3.79487 1.96376 -2.83578
H -4.05833 -2.18301 -1.63991
H -5.10621 -0.20613 -2.81430
N -1.97882 0.25447 -0.61817
P -0.73650 2.65034 0.27345
P -0.15318 -2.31608 0.33517
C -1.60497 2.55426 -1.36477
H -0.88399 2.57888 -2.19759
H -2.28748 3.39170 -1.55347
C -1.54470 -2.12279 -0.72820
H -2.05886 -3.06945 -0.98228
C 0.56956 -3.65509 -0.96139
C -0.39044 -3.35732 1.98964
C 0.81934 3.69472 -0.02085
C -2.07831 3.57666 1.23603
C 2.07285 -3.43024 -0.88843
H 2.52035 -3.68637 0.08015
H 2.58564 -4.02057 -1.66638
H 2.27547 -2.37024 -1.06483
C 0.20541 -5.11941 -0.71390
H 0.55525 -5.51718 0.24336
H -0.87671 -5.28108 -0.80645
H 0.68633 -5.72159 -1.50401
C 0.04894 -3.34161 -2.36851
H 0.64529 -3.89323 -3.10738
H -0.99468 -3.63323 -2.52368
H 0.12134 -2.24532 -2.57893
C 0.98101 -3.96529 2.32366
H 1.73888 -3.17413 2.42472
H 0.91907 -4.49131 3.28843
H 1.34916 -4.68207 1.58578
C -0.78483 -2.50478 3.19612
H -0.07460 -1.70190 3.41090
H -1.78648 -2.07622 3.09249
H -0.80784 -3.16206 4.08308
C -1.52528 -4.37354 1.84715
H -1.33816 -5.16470 1.12063
H -1.67448 -4.85800 2.82572
H -2.45625 -3.85663 1.58009
C -1.56301 3.74045 2.67425
H -2.29238 4.34131 3.23840
H -1.46732 2.76860 3.17629
H -0.59258 4.25148 2.72273
C -3.38988 2.76962 1.26400
H -3.81530 2.64870 0.26125
H -3.27145 1.78752 1.72759
H -4.11522 3.33270 1.87081
C -2.42829 4.94718 0.61988
H -3.40182 5.26264 1.02630
H -1.70587 5.72603 0.88164
H -2.53598 4.91190 -0.47080
C 1.23239 3.55252 -1.49290
H 0.53587 4.07026 -2.16656
H 2.22282 4.01480 -1.63005
H 1.30176 2.49592 -1.78297
C 1.94816 3.14165 0.86396
H 2.19467 2.10267 0.60605
H 2.85221 3.74612 0.69828
H 1.69426 3.18689 1.93221
C 0.64346 5.18378 0.29757
H -0.09436 5.65573 -0.36323
H 0.38726 5.36106 1.35101
H 1.60979 5.67895 0.10787
Tc -0.25085 0.35216 0.63369
C -1.29289 0.36596 2.23792
O -1.98937 0.36129 3.19110
N 0.63458 0.09246 -1.21437
C 0.88439 -0.73164 -2.05694
C 2.03003 -0.58921 -3.15624
C 1.81203 -1.55673 -4.30316
C 2.01773 0.83210 -3.69370
C 3.39214 -0.83531 -2.51884
H 1.94142 -2.60430 -4.00713
H 0.81244 -1.43522 -4.73770
H 2.54282 -1.36963 -5.10210
H 2.45331 1.52068 -2.96142
H 2.65577 0.89561 -4.58647
H 1.00957 1.16934 -3.96726
H 4.19405 -0.57608 -3.22376
H 3.51683 -0.19425 -1.63633
H 3.56582 -1.87733 -2.22997
N 2.40543 -0.10672 5.31014
N 2.29457 0.20056 3.96896
N 3.26832 -0.20457 3.10224
C 2.61833 -0.21757 1.95437
N 1.29567 0.09453 2.09235
N 1.05912 0.22064 3.42248
H 1.71338 0.40379 5.84623
H 3.35951 0.05174 5.60506
H 3.11135 -0.47894 1.01889
*
```

Properties
- energy relative to the best compared isomer or geometry (same formula, charge and spin) (eV) = 0.0000
- Kohn-Sham gap (alpha / beta) (eV) = 7.19 / 5.87
- ⟨S²⟩ = 3.8050
- total energy (eV) = -65211.0609

Löwdin population analysis, charges in e, atoms 1 to 5:
1 C -0.31
2 C -0.30
3 C 0.03
4 C 0.04
5 C 0.03